(1)
The molecule C3H3N3 in a non-equilibrium geometry. Source: OMol25; level of theory: the ωB97M-V functional and the def2-TZVPD basis.

```
9
Properties=species:S:1:pos:R:3
C -1.617 0.011 -0.090
C 0.415 1.203 0.131
C 1.259 -0.077 -0.017
N -0.793 1.134 0.089
N -0.903 -1.032 -0.013
N 0.294 -1.169 0.174
H -2.610 0.219 0.092
H 1.737 -0.210 -1.017
H 2.217 -0.080 0.651
```

- Relative energy (zero: lowest compared OMol25 entry of this formula, charge and spin): 33.7 kcal/mol
- Lowest unoccupied orbital energy (spin up / spin down): 0.03326 / -0.06860 Eh
- Orbital gap (spin up / spin down): 0.301 / 0.270 Ha
- Net charge: 0
- 2S+1: 3


(2)
The ion C7H10NO2 with charge +1 in a non-equilibrium geometry. Source: OMol25; level of theory: the ωB97M-V functional and the def2-TZVPD basis.

```
20
Properties=species:S:1:pos:R:3
C -1.376 -1.999 0.082
C -0.086 -1.866 -0.160
C 4.226 -0.109 -0.015
C 2.028 -0.888 0.006
C 0.215 0.508 0.506
C -1.077 2.320 -0.047
C -0.664 0.986 -0.386
N 0.754 -0.750 0.134
O 4.890 0.855 0.110
O 2.903 0.088 0.106
H -1.789 -2.899 -0.182
H -2.119 -1.265 0.598
H 0.332 -2.766 -0.673
H 4.432 -1.118 -0.279
H 2.541 -1.926 -0.250
H 0.594 0.784 1.424
H -0.845 2.626 0.906
H -2.169 2.613 -0.104
H -0.651 3.117 -0.600
H -0.909 0.623 -1.323
```

- SMILES: C=C[N+](=C/OC=O)/C=C/C
- Relative energy (zero: lowest compared OMol25 entry of this formula, charge and spin): 65.1 kcal/mol
- Lowest unoccupied orbital energy: -0.17220 Eh
- Orbital gap: 0.339 Ha
- Net charge: +1


(3)
The ion C6H12N3 with charge +1 in a non-equilibrium geometry. Source: OMol25; level of theory: the ωB97M-V functional and the def2-TZVPD basis.

```
21
Properties=species:S:1:pos:R:3
C -1.398 -0.394 1.411
C 0.071 -0.561 1.632
C -1.847 0.174 0.249
C 0.979 -0.426 0.624
C -0.853 1.018 -0.497
C 0.171 -0.952 -1.725
N 2.286 -0.822 0.632
N -0.453 2.104 0.184
N 0.466 0.077 -0.688
H -1.983 -0.875 2.291
H 0.530 -0.995 2.499
H -2.808 0.263 -0.112
H -1.194 1.302 -1.517
H -0.454 -1.839 -1.429
H -0.335 -0.567 -2.501
H 1.156 -1.325 -2.028
H 2.743 -1.247 1.436
H 2.743 -1.000 -0.264
H -0.915 2.410 1.076
H 0.052 2.908 -0.213
H 1.043 0.747 -1.059
```

- SMILES: C[N@@H+]1C(N)=CC=C[C@H]1N
- Relative energy (zero: lowest compared OMol25 entry of this formula, charge and spin): 65.1 kcal/mol
- Lowest unoccupied orbital energy: -0.12135 Eh
- Orbital gap: 0.318 Ha
- Net charge: +1


(4)
A structure of composition C37H37BF4FeN4O6STe. Source: OMol25; level of theory: the ωB97M-V functional and the def2-TZVPD basis.

```
92
Properties=species:S:1:pos:R:3
Fe 0.649 1.125 -1.793
C -4.269 1.760 3.346
C -3.448 1.556 2.101
C -4.032 1.517 0.840
C -3.288 1.297 -0.305
C -4.007 1.394 -1.616
O -4.718 2.353 -1.839
C -3.914 0.292 -2.619
C -3.800 -1.032 -2.219
C -3.801 -2.047 -3.165
C -3.894 -1.735 -4.514
C -4.011 -0.410 -4.916
C -4.039 0.600 -3.970
C -1.877 1.159 -0.238
O -1.192 0.973 -1.334
C -1.258 1.293 1.034
C -2.072 1.450 2.165
C 0.198 1.415 1.225
N 1.039 1.589 0.259
C 2.450 1.845 0.579
C 3.016 3.077 -0.113
Te 2.115 4.950 0.380
C 0.482 4.627 -0.909
C -0.819 4.740 -0.435
C -1.892 4.538 -1.296
C -1.669 4.207 -2.623
C -0.369 4.085 -3.097
C 0.704 4.304 -2.246
C 0.660 1.349 2.653
C 0.890 0.095 3.205
C 1.328 -0.016 4.517
C 1.519 1.124 5.285
C 1.274 2.376 4.737
C 0.846 2.491 3.423
H -5.334 1.734 3.119
H -4.051 2.722 3.811
H -4.065 0.985 4.085
H -5.101 1.662 0.730
H -3.737 -1.273 -1.165
H -3.730 -3.078 -2.844
H -3.886 -2.525 -5.253
H -4.089 -0.167 -5.968
H -4.151 1.636 -4.259
H -1.601 1.530 3.135
H 3.041 0.981 0.254
H 2.585 1.951 1.653
H 2.963 3.016 -1.196
H 4.070 3.166 0.149
H -1.001 4.974 0.607
H -2.904 4.617 -0.921
H -2.504 4.034 -3.286
H -0.189 3.825 -4.132
H 1.716 4.243 -2.636
H 0.738 -0.794 2.607
H 1.524 -0.996 4.932
H 1.857 1.038 6.310
H 1.423 3.268 5.331
H 0.664 3.467 2.989
C 0.880 -5.540 3.661
C 1.912 -5.525 2.540
S 2.365 -3.843 2.176
O 1.173 -3.110 1.821
O 3.196 -3.355 3.246
C 3.431 -3.947 0.735
C 2.783 -4.127 -0.640
N 1.834 -3.078 -1.010
C 2.193 -1.831 -1.394
N 1.132 -1.069 -1.627
C 0.039 -1.841 -1.379
C 0.449 -3.082 -1.011
N -0.393 -4.160 -0.613
O 0.120 -5.221 -0.278
O -1.584 -3.941 -0.592
C 3.607 -1.402 -1.552
H 0.583 -6.567 3.865
H -0.005 -4.976 3.372
H 1.289 -5.108 4.573
H 1.515 -5.957 1.624
H 2.839 -6.022 2.826
H 4.103 -4.783 0.932
H 4.020 -3.031 0.793
H 2.286 -5.085 -0.719
H 3.581 -4.103 -1.384
H -0.960 -1.472 -1.486
H 4.215 -2.193 -1.989
H 4.040 -1.127 -0.589
H 3.646 -0.534 -2.204
F 3.103 2.757 -4.063
B 2.595 1.546 -3.718
F 1.143 1.576 -3.779
F 2.754 1.322 -2.287
F 3.078 0.474 -4.406
```

- Relative energy (zero: lowest compared OMol25 entry of this formula, charge and spin): 0.0 kcal/mol
- Lowest unoccupied orbital energy (spin up / spin down): -0.03133 / -0.03136 Eh
- Orbital gap (spin up / spin down): 0.256 / 0.256 Ha
- Net charge: 0
- 2S+1: 5


(5)
A structure of composition C33H32BrGaN4O4PS. Source: OMol25; level of theory: the ωB97M-V functional and the def2-TZVPD basis.

```
77
Properties=species:S:1:pos:R:3
Ga 0.994 0.160 -0.174
O -4.138 1.330 1.069
C -3.559 2.464 0.581
C -4.431 3.494 0.237
C -3.940 4.673 -0.285
C -2.571 4.845 -0.480
C -1.710 3.826 -0.126
C -2.185 2.630 0.420
C -1.192 1.554 0.752
O -0.671 0.972 -0.402
N -0.071 2.146 1.518
N 0.966 1.244 1.634
C 1.613 1.138 2.726
C 2.803 0.315 2.911
Br 3.955 0.093 1.422
C 3.150 -0.202 4.091
C 2.290 -0.166 5.282
C 2.846 0.121 6.529
C 2.043 0.171 7.655
C 0.682 -0.088 7.552
C 0.126 -0.408 6.323
C 0.926 -0.450 5.190
H -3.509 0.602 1.087
H -5.491 3.338 0.383
H -4.628 5.465 -0.547
H -2.188 5.770 -0.889
H -0.639 3.945 -0.244
H -1.638 0.759 1.372
H -0.369 2.528 2.411
H 1.288 1.703 3.600
H 4.114 -0.689 4.184
H 3.909 0.314 6.610
H 2.479 0.406 8.617
H 0.060 -0.059 8.437
H -0.927 -0.644 6.249
H 0.508 -0.758 4.239
O 1.262 -3.584 1.193
C 1.321 -2.621 0.477
O 1.095 -1.386 0.895
C 1.686 -2.761 -1.008
P 0.693 -1.556 -1.937
C 1.298 -1.499 -3.643
C 2.630 -1.149 -3.872
C 3.117 -1.072 -5.167
C 2.277 -1.333 -6.243
C 0.952 -1.678 -6.021
C 0.461 -1.764 -4.724
C -1.001 -2.175 -1.956
C -1.324 -3.472 -1.564
C -2.649 -3.884 -1.560
C -3.652 -3.010 -1.947
C -3.338 -1.712 -2.331
C -2.019 -1.293 -2.325
H 1.583 -3.794 -1.328
H 2.735 -2.469 -1.125
H 3.291 -0.939 -3.038
H 4.156 -0.821 -5.337
H 2.661 -1.281 -7.253
H 0.301 -1.897 -6.857
H -0.569 -2.052 -4.556
H -0.556 -4.164 -1.247
H -2.894 -4.890 -1.249
H -4.684 -3.336 -1.943
H -4.122 -1.025 -2.621
H -1.777 -0.271 -2.591
S 2.536 1.533 -1.317
C 1.587 1.858 -2.713
N 2.124 2.233 -3.877
C 1.117 2.191 -4.942
C -0.183 2.247 -4.126
N 0.269 1.791 -2.810
H 3.106 2.092 -4.052
H 1.205 1.254 -5.497
H 1.224 3.031 -5.623
H -0.954 1.591 -4.527
H -0.580 3.261 -4.052
H -0.323 1.699 -1.974
```

- Relative energy (zero: lowest compared OMol25 entry of this formula, charge and spin): 1.7 kcal/mol
- Lowest unoccupied orbital energy: -0.09910 Eh
- Orbital gap: 0.302 Ha
- Net charge: +1


(6)
A cluster of 5 separate species, C21H42F2NO14P in total in a non-equilibrium geometry. Source: OMol25; level of theory: the ωB97M-V functional and the def2-TZVPD basis.

```
81
Properties=species:S:1:pos:R:3
C 11.974 7.693 4.651
C 10.632 6.882 4.070
F 11.040 5.462 3.962
C 9.388 7.173 5.098
P 7.712 6.416 4.578
C 7.385 4.591 5.141
O 6.434 7.293 3.711
F 8.292 5.893 3.008
O 7.026 7.053 6.049
C 6.569 8.456 5.815
N 6.609 9.756 5.652
H 12.792 7.665 3.787
H 12.442 7.042 5.531
H 11.734 8.785 4.995
H 10.372 7.403 3.052
H 9.654 6.755 6.181
H 9.304 8.352 5.241
H 7.525 4.606 6.323
H 6.314 4.259 4.804
H 8.250 3.903 4.731
H 5.987 6.540 3.186
C 3.191 0.134 2.652
C 4.030 -0.708 3.598
O 5.384 -0.800 3.137
C 6.155 0.294 3.355
O 5.802 1.326 3.904
O 7.383 0.056 2.828
C 8.265 1.173 2.896
H 3.266 -0.246 1.629
H 2.141 0.130 2.958
H 3.537 1.172 2.631
H 3.634 -1.728 3.621
H 3.994 -0.324 4.624
H 8.344 1.557 3.919
H 7.923 1.957 2.214
H 9.257 0.842 2.575
C -0.955 -3.162 -2.244
C -0.116 -4.003 -1.298
O 1.238 -4.096 -1.759
C 2.009 -3.002 -1.541
O 1.656 -1.970 -0.992
O 3.237 -3.240 -2.068
C 4.119 -2.123 -2.000
H -0.880 -3.542 -3.267
H -2.005 -3.166 -1.938
H -0.609 -2.124 -2.265
H -0.512 -5.024 -1.275
H -0.152 -3.620 -0.272
H 4.199 -1.739 -0.977
H 3.777 -1.339 -2.682
H 5.111 -2.454 -2.321
C -8.243 -4.048 -1.469
C -7.329 -2.836 -1.532
O -6.124 -3.140 -2.248
C -6.238 -3.181 -3.598
O -7.255 -2.979 -4.242
O -5.027 -3.516 -4.112
C -5.032 -3.697 -5.525
H -7.710 -4.911 -1.057
H -9.119 -3.841 -0.849
H -8.590 -4.336 -2.466
H -7.032 -2.556 -0.517
H -7.834 -1.969 -1.972
H -5.448 -2.824 -6.039
H -5.594 -4.600 -5.781
H -3.997 -3.828 -5.855
C -14.915 -3.518 -5.247
C -14.076 -4.360 -4.301
O -12.722 -4.452 -4.762
C -11.951 -3.358 -4.544
O -12.304 -2.327 -3.995
O -10.723 -3.596 -5.071
C -9.841 -2.480 -5.003
H -14.840 -3.898 -6.271
H -15.965 -3.523 -4.941
H -14.569 -2.480 -5.269
H -14.472 -5.380 -4.278
H -14.112 -3.976 -3.275
H -9.761 -2.095 -3.981
H -10.183 -1.696 -5.686
H -8.849 -2.810 -5.324
```

- SMILES: C[C@@H](F)CP(C)(O)(F)OC#N.CCOC(=O)OC.CCOC(=O)OC.CCOC(=O)OC.CCOC(=O)OC
- Relative energy (zero: lowest compared OMol25 entry of this formula, charge and spin): 63.2 kcal/mol
- Lowest unoccupied orbital energy: 0.00878 Eh
- Orbital gap: 0.398 Ha
- Net charge: 0